[1]
The following is a DFT calculation (ωB97M-V/def2-TZVPD) of 2 unconnected molecules or ions with the total composition C3H4BrNS.

The value obtained for the HOMO energy (spin up / spin down) is -0.287 / -0.357 hartree. As for the HOMO-LUMO gap (spin up / spin down): 5.11 / 8.51 eV. The calculation puts the relative energy (zero: lowest compared OMol25 entry of this formula, charge and spin) at 237.4 kJ/mol. The LUMO energy (spin up / spin down) is -2.7 / -1.2 eV.

Each line ends with the Mulliken charge.
Element x y z (Å)
C -0.061 -0.489 0.763  -0.07
C 1.065 0.169 0.342  -0.43
C -1.293 0.188 0.230  -0.49
N 0.912 0.954 -0.743  -0.37
S -0.627 1.270 -1.107  0.11
Br 1.652 -1.182 -2.648  -0.18
H -0.028 -1.377 1.457  0.32
H 2.085 -0.048 0.669  0.37
H -2.146 -0.287 -0.082  0.47
H -1.559 0.803 1.119  0.26

[2]
The following is a DFT calculation (ωB97M-V/def2-TZVPD) of 9 unconnected molecules or ions with the total composition H19O9.

The value obtained for the HOMO energy (spin up / spin down) is -0.106 / -0.402 hartree. As for the expectation value of S²: 0.75. As for the HOMO-LUMO gap (spin up / spin down): 2.83 / 10.85 eV. The calculation puts the relative energy (zero: lowest compared OMol25 entry of this formula, charge and spin) at 290.4 kJ/mol. The LUMO energy (spin up / spin down) is -0.1 / -0.1 eV. The multiplicity is 2.

Each line ends with the Mulliken charge.
Element x y z (Å)
O -0.077 -1.006 -3.305  -0.73
H 1.817 0.583 -0.706  0.27
H -1.786 0.454 -0.707  0.49
O -3.039 1.677 0.075  -0.95
H -3.848 0.282 2.782  0.44
O 3.102 -1.265 -2.124  -0.66
H 0.578 1.915 3.123  0.38
H 3.472 -1.121 -1.115  0.34
O -1.016 -1.137 1.394  -0.78
H 3.344 -0.429 -2.426  0.31
H -3.695 1.720 0.721  0.26
O -3.393 -0.396 2.197  -0.89
H 1.018 -0.559 -1.298  0.47
H -4.119 -0.492 1.484  0.32
O 0.920 0.242 -0.772  -0.76
H -1.294 -0.688 0.305  0.39
H -1.886 -1.007 2.051  0.40
O 3.730 0.677 0.116  -0.52
H -0.335 -1.572 -4.040  0.29
H 3.483 1.095 0.848  0.26
O 1.364 1.241 3.383  -0.82
H -0.173 -0.679 1.560  0.38
H 4.526 0.575 0.049  0.19
O -1.390 -0.356 -1.042  -0.71
H 1.219 1.084 4.355  0.36
H -3.666 1.954 -0.739  0.47
H 0.431 -0.259 -3.763  0.33
H -0.691 -0.269 -1.860  0.46

[3]
The following is a DFT calculation (ωB97M-V/def2-TZVPD) of a molecular structure, C20H21CeN3O4.

The value obtained for the HOMO energy (spin up / spin down) is -0.551 / -0.551 hartree. As for the HOMO-LUMO gap (spin up / spin down): 3.64 / 3.63 eV. The calculation puts the relative energy (zero: lowest compared OMol25 entry of this formula, charge and spin) at 536.5 kJ/mol. The LUMO energy (spin up / spin down) is -11.3 / -11.4 eV. The total charge is +2.

Each line ends with the Mulliken charge.
Element x y z (Å)
C -0.318 1.672 1.645  -1.06
C -0.312 -1.573 1.784  -0.69
H 0.750 1.918 1.771  0.19
H -0.786 1.082 2.437  0.52
H -0.898 2.357 1.028  0.65
H 0.029 -2.443 1.213  0.48
H 0.414 -1.139 2.485  -0.01
H -1.374 -1.409 1.953  0.47
C 0.490 2.717 -1.646  0.15
C 0.868 3.526 -2.726  -0.92
C 1.097 2.886 -3.961  -0.40
C 0.967 1.489 -4.106  -0.99
H 0.304 3.094 -0.630  0.36
H 0.967 4.612 -2.593  0.44
H 1.384 3.471 -4.831  0.46
H 1.156 0.956 -5.045  0.39
N 0.338 1.378 -1.806  0.28
C 0.576 0.718 -2.991  0.73
C 0.446 -0.763 -3.008  0.89
N 0.180 -1.406 -1.820  0.14
C 0.053 -2.753 -1.703  0.25
C 0.480 -2.957 -4.053  -0.40
C 0.203 -3.583 -2.821  -0.95
H -0.162 -3.124 -0.690  0.31
H 0.101 -4.671 -2.713  0.44
C 0.607 -1.557 -4.162  -0.92
H 0.821 -1.038 -5.103  0.41
H 0.601 -3.559 -4.951  0.45
Ce 0.190 -0.024 0.154  0.36
C -2.156 0.035 -0.203  -1.11
H -2.461 -1.016 -0.319  0.41
H -2.356 0.606 -1.121  0.36
H -2.571 0.508 0.701  0.51
O 4.454 -0.183 1.416  -0.53
C 3.236 -0.037 1.571  0.21
O 2.385 0.013 0.562  -0.39
C 2.650 0.050 2.973  0.20
C 2.331 1.287 3.557  -0.39
C 1.848 1.345 4.838  -0.50
C 1.705 0.156 5.577  -0.19
C 2.051 -1.089 5.013  -0.38
C 2.527 -1.133 3.731  -0.35
N 1.161 0.204 6.911  0.89
O 0.831 1.323 7.396  -0.54
O 1.026 -0.872 7.559  -0.53
H 2.434 2.202 2.976  0.72
H 1.555 2.280 5.304  0.54
H 1.932 -1.987 5.610  0.53
H 2.794 -2.087 3.269  0.50

[4]
The following is a DFT calculation (ωB97M-V/def2-TZVPD) of 4 unconnected molecules or ions with the total composition C19H33N2O12P3.

The value obtained for the HOMO energy is -0.332 hartree. As for the HOMO-LUMO gap: 6.78 eV. The LUMO energy is -2.3 eV. As for the SMILES: C#Cc1cnc2ccccc2n1.COP(=O)(OC)OC.COP(=O)(OC)OC.COP(=O)(OC)OC.

Each line ends with the Mulliken charge.
Element x y z (Å)
C -1.045 -1.245 4.447  -0.15
C -0.447 -0.290 4.035  -0.79
C -0.006 1.037 3.605  0.86
C -0.112 1.386 2.216  -0.49
N 0.213 2.547 1.701  -0.56
C 0.677 3.404 2.670  0.27
C 1.067 4.739 2.277  -0.18
C 1.568 5.669 3.141  -0.67
C 1.709 5.292 4.528  -0.32
C 1.347 4.040 4.948  -0.57
C 0.817 3.066 4.031  0.56
N 0.468 1.845 4.526  -0.57
H -1.705 -1.981 4.863  0.42
H -0.495 0.623 1.533  0.59
H 0.981 5.037 1.230  0.42
H 1.855 6.673 2.836  0.40
H 2.092 5.996 5.265  0.37
H 1.463 3.736 5.987  0.42
C 0.723 -5.207 2.744  -0.80
O -0.701 -5.410 2.811  -0.26
P -1.390 -6.088 1.408  1.08
O -1.742 -4.750 0.813  -0.50
O -2.612 -6.688 2.323  -0.34
C -2.352 -7.315 3.583  -0.63
O -1.875 -7.036 0.118  -0.48
C -3.166 -6.776 -0.424  -0.39
H 1.056 -4.739 3.667  0.25
H 1.225 -6.170 2.638  0.34
H 0.973 -4.559 1.901  0.33
H -2.487 -6.589 4.385  0.20
H -1.346 -7.729 3.633  0.31
H -3.070 -8.123 3.713  0.27
H -3.130 -5.901 -1.072  0.08
H -3.912 -6.634 0.356  0.28
H -3.444 -7.645 -1.020  0.26
C 3.295 3.256 -0.599  -0.67
O 3.737 4.601 -0.883  -0.23
P 5.318 4.764 -1.443  1.15
O 6.010 4.998 -0.136  -0.66
O 4.934 6.156 -2.216  -0.38
C 3.664 6.323 -2.855  -0.60
O 6.620 4.471 -2.433  -0.44
C 7.688 5.412 -2.382  -0.57
H 2.273 3.307 -0.229  0.11
H 3.320 2.662 -1.513  0.38
H 3.925 2.800 0.167  0.33
H 2.984 6.842 -2.181  0.22
H 3.228 5.370 -3.151  0.29
H 3.813 6.931 -3.747  0.27
H 8.303 5.230 -1.501  0.24
H 7.323 6.437 -2.378  0.29
H 8.294 5.259 -3.274  0.24
C -4.485 0.478 -5.317  -0.77
O -3.866 -0.807 -5.125  -0.28
P -3.718 -1.331 -3.526  1.11
O -2.342 -0.814 -3.238  -0.65
O -3.721 -2.896 -4.008  -0.35
C -4.543 -3.336 -5.093  -0.63
O -4.239 -1.706 -1.998  -0.46
C -3.365 -2.504 -1.196  -0.43
H -4.502 0.689 -6.384  0.24
H -5.512 0.466 -4.949  0.34
H -3.916 1.255 -4.803  0.33
H -3.957 -3.351 -6.011  0.24
H -5.416 -2.700 -5.229  0.29
H -4.880 -4.348 -4.872  0.27
H -2.568 -1.888 -0.782  0.24
H -2.940 -3.331 -1.760  0.23
H -3.955 -2.910 -0.375  0.27

[5]
The following is a DFT calculation (ωB97M-V/def2-TZVPD) of C8H12O2S in the gas phase.

The value obtained for the HOMO energy is -0.290 hartree. As for the HOMO-LUMO gap: 8.20 eV. The calculation puts the relative energy (zero: lowest compared OMol25 entry of this formula, charge and spin) at 185.6 kJ/mol. The LUMO energy is 0.3 eV.

Each line ends with the Mulliken charge.
Element x y z (Å)
C 0.911 1.467 0.251  -0.48
C -0.077 1.306 -0.673  -0.44
C 1.487 -0.911 -0.065  -0.70
C 1.582 0.241 0.629  1.04
C 0.548 -1.013 -1.289  -0.69
C -0.516 0.024 -1.020  -0.70
C 2.345 0.148 1.945  -1.36
C -3.191 1.100 0.750  -0.68
O -2.631 -1.541 -0.035  -0.61
O -1.990 0.557 1.299  -0.22
S -1.479 -0.801 0.560  0.60
H 1.339 2.370 0.581  0.56
H -0.626 2.170 -1.107  0.34
H 1.929 -1.849 0.110  0.40
H 0.979 -0.900 -2.279  0.36
H 0.040 -2.078 -1.100  0.25
H -1.304 0.036 -1.781  0.54
H 2.004 -0.725 2.613  0.28
H 2.145 1.005 2.672  0.36
H 3.476 -0.045 1.736  0.28
H -3.063 0.976 -0.261  0.39
H -3.280 2.263 1.008  0.20
H -4.024 0.534 1.198  0.25

[6]
The following is a DFT calculation (ωB97M-V/def2-TZVPD) of a molecular structure, C26H25Cl4GeMoN5S3.

The value obtained for the HOMO energy (spin up / spin down) is -0.378 / -0.400 hartree. As for the expectation value of S²: 3.79. As for the HOMO-LUMO gap (spin up / spin down): 6.80 / 6.59 eV. The calculation puts the relative energy (zero: lowest compared OMol25 entry of this formula, charge and spin) at 130.0 kJ/mol. The LUMO energy (spin up / spin down) is -3.5 / -4.3 eV. The total charge is +1. The multiplicity is 4.

Each line ends with the Mulliken charge.
Element x y z (Å)
Mo 0.176 0.861 0.223  -0.14
C -0.761 -1.791 -1.488  -1.21
N 0.515 -1.254 -1.009  1.85
C 1.077 -2.174 0.006  -1.23
C 2.258 -1.561 0.750  -1.21
N 1.889 -0.422 1.622  1.96
C 3.128 0.317 1.944  -1.58
C 1.326 -0.931 2.866  -1.26
C 2.118 -1.387 3.911  -0.70
C 1.552 -1.833 5.093  -0.83
C 0.178 -1.830 5.267  -0.87
C -0.630 -1.420 4.228  -0.64
C -0.057 -0.981 3.036  1.59
S -1.101 -0.634 1.689  -0.31
C 1.468 -1.191 -2.107  -0.57
C 1.571 -2.188 -3.072  -0.65
C 2.532 -2.111 -4.066  -0.87
C 3.429 -1.055 -4.098  -0.69
C 3.352 -0.067 -3.140  -0.75
C 2.363 -0.125 -2.160  1.01
S 2.232 1.196 -1.024  -0.27
H -0.672 -2.836 -1.793  0.52
H -1.107 -1.209 -2.343  0.41
H -1.499 -1.743 -0.692  0.01
H 1.422 -3.091 -0.489  0.51
H 0.287 -2.444 0.716  0.60
H 3.001 -1.211 0.026  0.67
H 2.727 -2.342 1.363  0.53
H 3.970 -0.373 2.050  0.45
H 3.005 0.865 2.874  0.56
H 3.375 1.028 1.159  0.23
H 3.190 -1.403 3.823  0.43
H 2.196 -2.175 5.886  0.45
H -0.258 -2.147 6.200  0.43
H -1.705 -1.407 4.317  0.52
H 0.905 -3.036 -3.066  0.39
H 2.573 -2.884 -4.816  0.44
H 4.186 -1.002 -4.864  0.42
H 4.037 0.767 -3.135  0.50
N -3.210 2.164 -2.152  -0.07
C -3.928 1.079 -1.721  0.11
C -5.214 0.666 -2.039  -1.25
C -5.683 -0.469 -1.419  -0.58
C -4.889 -1.148 -0.494  -1.25
C -3.611 -0.741 -0.178  0.17
C -3.089 0.387 -0.815  0.46
N -1.869 1.059 -0.745  0.99
C -2.010 2.120 -1.532  0.35
C -0.997 3.122 -1.598  -1.23
C -0.975 4.329 -2.249  -0.44
S 0.455 5.177 -1.861  -0.10
C 0.952 3.877 -0.883  -0.28
N 0.104 2.881 -0.828  1.12
H -3.520 2.875 -2.793  0.26
H -5.822 1.226 -2.732  0.45
H -6.674 -0.831 -1.637  0.43
H -5.298 -2.010 0.009  0.47
H -3.071 -1.275 0.584  0.20
H -1.708 4.746 -2.910  0.43
H 1.887 3.893 -0.348  0.23
Cl 2.377 3.594 2.036  -0.38
Ge 0.383 2.614 2.139  1.07
Cl -0.842 4.414 1.976  -0.32
Cl 0.416 2.039 4.226  -0.28
Cl -2.412 1.436 2.276  -0.23

[7]
The following is a DFT calculation (ωB97M-V/def2-TZVPD) of a molecular structure, C4H16N2O.

The value obtained for the HOMO energy is -0.670 hartree. As for the HOMO-LUMO gap: 10.79 eV. The calculation puts the relative energy (zero: lowest compared OMol25 entry of this formula, charge and spin) at 156.4 kJ/mol. The LUMO energy is -7.5 eV. The total charge is +2.

Each line ends with the Mulliken charge.
Element x y z (Å)
C 1.153 1.287 2.094  -1.23
C -0.142 1.028 1.381  0.22
C -0.555 -0.236 0.757  -0.64
C 0.481 -0.367 -0.404  -0.69
N -0.189 -0.412 -1.764  -0.20
N -1.412 1.219 2.813  -0.71
H 0.986 1.717 3.070  0.44
H 1.753 2.060 1.607  0.40
H 1.587 0.280 2.174  0.34
H -0.682 1.858 0.918  0.33
H -0.465 -1.165 1.327  0.34
H -1.543 -0.150 0.304  0.55
H 1.027 -1.314 -0.324  0.38
H 1.343 0.314 -0.402  0.47
H -1.059 -0.899 -1.532  0.38
H 0.241 -0.918 -2.557  0.23
H -0.519 0.528 -2.000  0.39
H -2.404 0.953 2.809  0.33
H -1.033 0.468 3.402  0.37
H -1.411 2.000 3.478  0.31
H 0.642 -2.199 -5.114  0.34
H 1.535 -2.549 -3.958  0.33
O 0.699 -2.104 -4.145  -0.69